(1)
Below is a cluster of 2 separate species, C40H39N2 in total in a non-equilibrium geometry, with properties calculated with ωB97M-V/def2-TZVPD.

```
81
C40H39N2, DFT ωB97M-V/def2-TZVPD
C -2.760 -5.566 3.459
C -3.011 -4.331 4.059
C -2.533 -3.150 3.474
C -1.866 -3.206 2.246
C -1.382 -1.968 1.484
C -1.878 -0.678 2.164
C -0.999 0.149 2.870
C -1.479 1.283 3.533
C -2.844 1.576 3.514
C -3.730 0.742 2.818
C -3.249 -0.396 2.166
C 0.150 -1.972 1.375
C 0.961 -2.843 2.117
C 2.353 -2.798 1.984
C 2.952 -1.816 1.188
C 2.148 -0.898 0.506
C 0.759 -1.025 0.543
C -1.909 -2.048 0.008
C -3.184 -2.884 -0.311
C -3.893 -2.125 -1.438
C -3.237 -0.740 -1.526
N -2.098 -0.813 -0.649
C -1.568 -4.455 1.678
C -2.021 -5.631 2.272
H -3.136 -6.485 3.911
H -3.577 -4.259 4.990
H -2.695 -2.197 3.987
H 0.067 -0.087 2.915
H -0.764 1.912 4.069
H -3.222 2.453 4.043
H -4.802 0.955 2.787
H -3.946 -1.081 1.677
H 0.524 -3.574 2.803
H 2.956 -3.533 2.525
H 4.038 -1.763 1.096
H 2.576 -0.074 -0.063
H 0.143 -0.389 -0.091
H -1.126 -2.581 -0.570
H -2.886 -3.894 -0.621
H -3.825 -2.993 0.572
H -3.767 -2.655 -2.388
H -4.963 -2.046 -1.232
H -2.939 -0.525 -2.563
H -3.931 0.062 -1.220
H -1.682 0.048 -0.319
H -0.966 -4.503 0.764
H -1.787 -6.585 1.793
C 5.966 -0.474 -1.872
N 4.834 0.424 -2.013
C 3.748 0.218 -2.807
C 2.822 1.285 -2.644
C 1.566 1.323 -3.246
C 0.580 2.352 -3.048
C 0.120 2.702 -1.751
C -0.803 3.725 -1.584
C -1.242 4.477 -2.681
C -2.125 5.664 -2.444
C -0.828 4.118 -3.974
C 0.026 3.040 -4.163
C 3.472 2.226 -1.704
C 3.146 3.461 -1.159
C 3.979 4.020 -0.170
C 5.147 3.366 0.256
C 5.524 2.143 -0.323
C 4.689 1.624 -1.304
H 6.647 -0.042 -1.136
H 5.645 -1.468 -1.530
H 6.499 -0.597 -2.826
H 3.657 -0.647 -3.462
H 1.375 0.564 -4.013
H 0.510 2.159 -0.887
H -1.166 3.978 -0.585
H -2.415 6.118 -3.396
H -3.032 5.376 -1.899
H -1.617 6.428 -1.838
H -1.179 4.715 -4.822
H 0.333 2.740 -5.169
H 2.261 3.982 -1.514
H 3.713 4.977 0.282
H 5.762 3.809 1.041
H 6.413 1.596 -0.015
```

The calculation puts the orbital gap at 0.181 Eh. The value obtained for the total energy is -1656.9024 a.u. Its net charge is +1.



(2)
Below is a structure of composition C8H11N2O3SSi in a non-equilibrium geometry, with properties calculated with ωB97M-V/def2-TZVPD.

```
26
C8H11N2O3SSi, DFT ωB97M-V/def2-TZVPD
C 2.226 -1.746 0.200
C 1.626 -0.478 0.143
C 2.255 0.707 -0.064
C 0.175 -0.447 0.313
C -1.776 0.810 -0.012
C -4.016 -1.190 0.390
C 4.994 -0.454 -0.106
C -3.593 -0.421 -0.857
N 2.756 -2.771 0.208
N -0.424 0.795 0.137
O -0.473 -1.429 0.644
O -2.532 1.618 0.472
O -2.200 -0.172 -0.841
Si 0.426 2.356 0.110
S 3.908 1.038 -0.252
H -3.351 -2.040 0.528
H -3.924 -0.542 1.258
H -5.045 -1.532 0.297
H 4.853 -1.098 -0.967
H 4.755 -0.985 0.807
H 6.011 -0.073 -0.076
H -4.133 0.532 -0.924
H -3.766 -1.010 -1.762
H 1.096 2.579 1.392
H -0.715 3.307 0.224
H 0.867 2.647 -1.260
```

The calculation puts the orbital gap at 0.286 Eh. The value obtained for the total energy is -1334.4081 a.u. Its net charge is -1.



(3)
Below is a structure of composition CH3N4 in a non-equilibrium geometry, with properties calculated with ωB97M-V/def2-TZVPD.

```
8
CH3N4, DFT ωB97M-V/def2-TZVPD
C 0.259 0.665 -0.064
N -0.098 -0.405 0.229
N -0.657 -3.327 0.116
N -1.257 -2.454 0.442
N 0.836 1.811 -0.318
H -0.745 -1.230 0.567
H 1.296 2.221 -1.106
H 0.366 2.719 0.134
```

The calculation puts the orbital gap (alpha / beta) at 0.266 / 0.309 Eh. The expectation value of S² is 2.022. The value obtained for the total energy is -258.4203 a.u. Its net charge is +1. As for the spin multiplicity: 3.



(4)
Below is a structure of composition C12H14FIN2W in a non-equilibrium geometry, with properties calculated with ωB97M-V/def2-TZVPD.

```
31
C12H14FIN2W, DFT ωB97M-V/def2-TZVPD
C -0.099 0.836 3.401
C -0.151 -0.678 3.383
H 0.810 1.452 3.118
H -0.292 1.112 4.417
H -0.869 1.152 2.743
H 0.203 -1.675 2.843
H 0.505 -0.781 4.205
H -1.197 -0.922 3.471
C 0.590 2.673 -0.176
C 0.236 3.511 -1.188
C -0.144 2.999 -2.426
C -0.202 1.596 -2.581
H 0.878 2.980 0.843
H 0.248 4.570 -1.021
H -0.359 3.645 -3.260
H -0.518 1.194 -3.503
N 0.650 1.331 -0.456
C 0.180 0.714 -1.596
C 0.060 -0.776 -1.614
N 0.437 -1.475 -0.479
C 0.104 -2.776 -0.173
C -0.752 -2.939 -2.388
C -0.504 -3.511 -1.155
H 0.287 -3.079 0.862
H -0.777 -4.532 -0.956
C -0.506 -1.603 -2.567
H -0.790 -1.130 -3.495
H -1.170 -3.552 -3.220
W 1.027 -0.120 0.835
I 3.537 -0.299 1.357
F -1.422 0.085 0.778
```

The calculation puts the orbital gap (alpha / beta) at 0.226 / 0.288 Eh. The expectation value of S² is 2.026. The value obtained for the total energy is -1039.1098 a.u. Its net charge is +2. As for the spin multiplicity: 3.



(5)
Below is the molecule C6H14N2 in a non-equilibrium geometry, with properties calculated with ωB97M-V/def2-TZVPD.

```
22
C6H14N2, DFT ωB97M-V/def2-TZVPD
C 2.480 -2.229 1.144
C 1.861 -1.295 0.485
C 0.374 -1.217 0.273
C -0.373 0.082 0.582
N -1.050 -0.100 1.940
C -1.537 0.684 -0.434
N -1.054 0.920 -1.806
C -0.380 2.175 -1.755
H 3.607 -2.329 1.305
H 2.024 -2.954 1.808
H 2.284 -0.412 -0.089
H 0.384 -1.456 -0.824
H -0.155 -1.917 0.831
H 0.325 0.935 0.690
H -1.665 -0.875 1.814
H -1.666 0.609 2.188
H -2.382 -0.070 -0.673
H -2.094 1.586 0.011
H -0.403 0.113 -2.039
H -1.099 3.029 -1.560
H 0.059 2.506 -2.746
H 0.460 2.213 -1.144
```

The calculation puts the orbital gap at 0.354 Eh. The value obtained for the total energy is -346.4217 a.u.



(6)
Below is a structure of composition C2H4F2K in a non-equilibrium geometry, with properties calculated with ωB97M-V/def2-TZVPD.

```
9
C2H4F2K, DFT ωB97M-V/def2-TZVPD
F -1.277 0.555 0.126
F 0.105 -0.282 -1.365
C 0.791 -0.271 0.885
C -0.344 -0.426 -0.080
H 1.259 0.721 0.762
H 1.557 -1.045 0.708
H 0.431 -0.364 1.923
H -0.869 -1.401 -0.019
K -1.652 2.513 -2.940
```

The calculation puts the orbital gap at 0.410 Eh. The value obtained for the total energy is -878.0814 a.u. Its net charge is +1.



(7)
Below is the ion C4H10N3 with charge +1 in a non-equilibrium geometry, with properties calculated with ωB97M-V/def2-TZVPD.

```
17
C4H10N3, DFT ωB97M-V/def2-TZVPD
C -0.312 -1.162 0.950
N -0.036 -0.051 0.009
C -1.354 0.225 -0.630
C 0.513 1.187 0.582
N 1.790 1.470 -0.060
N 2.101 0.664 -0.903
C 1.008 -0.452 -0.950
H -0.779 -2.137 0.573
H 0.581 -1.241 1.410
H -1.166 -0.740 1.563
H -1.732 -0.701 -1.152
H -2.064 0.422 0.296
H -1.377 1.054 -1.220
H 0.743 1.221 1.763
H -0.320 1.974 0.331
H 0.808 -0.389 -2.043
H 1.596 -1.346 -0.519
```

The calculation puts the orbital gap at 0.401 Eh. The value obtained for the total energy is -322.3005 a.u. Its net charge is +1.



(8)
Below is a structure of composition C4H9NS in a non-equilibrium geometry, with properties calculated with ωB97M-V/def2-TZVPD.

```
15
C4H9NS, DFT ωB97M-V/def2-TZVPD
C -2.218 -0.060 0.078
C 0.636 -0.273 0.447
C 1.206 -1.271 1.075
C 0.904 1.203 0.515
H -2.153 1.039 -0.232
H -2.185 0.004 1.235
H -3.145 -0.532 -0.235
H 2.045 -0.844 1.628
H 1.034 -2.368 0.999
H 1.987 1.316 0.929
H 0.294 1.990 1.263
H 2.095 1.608 -1.018
H 0.282 0.868 -1.496
N 0.981 1.735 -0.862
S -0.642 -0.801 -0.608
```

The calculation puts the orbital gap at 0.350 Eh. The value obtained for the total energy is -610.6241 a.u.



(9)
Below is a structure of composition C27H21Cl2N4O6RhS3, with properties calculated with ωB97M-V/def2-TZVPD.

```
64
C27H21Cl2N4O6RhS3, DFT ωB97M-V/def2-TZVPD
Rh -1.243 2.263 1.298
S -2.545 3.709 5.213
C -2.346 2.017 5.362
C -1.893 1.434 4.215
C -1.708 2.390 3.179
C -2.017 3.665 3.586
C -1.897 4.759 2.641
C -2.102 6.104 2.897
C -1.950 7.014 1.864
C -1.600 6.563 0.602
C -1.404 5.208 0.412
N -1.545 4.329 1.406
H -2.574 1.537 6.300
H -1.700 0.376 4.120
H -2.374 6.426 3.893
H -2.103 8.069 2.046
H -1.473 7.242 -0.228
H -1.122 4.800 -0.549
Cl 2.288 4.905 -0.249
C 2.187 3.140 -0.486
Cl 2.453 2.687 -2.155
C 0.804 2.737 -0.011
O 0.693 2.513 1.260
O -0.185 2.684 -0.734
H 2.949 2.687 0.138
C 1.856 -2.613 -1.595
S 1.607 -0.852 -1.783
O 0.231 -0.527 -1.281
C 1.513 -0.824 -3.572
C 0.271 -0.765 -4.180
C 0.199 -0.747 -5.566
C 1.360 -0.780 -6.326
C 2.601 -0.825 -5.703
C 2.681 -0.839 -4.319
H 0.990 -3.132 -2.013
H 1.995 -2.868 -0.546
H 2.761 -2.897 -2.131
H -0.615 -0.725 -3.560
H -0.766 -0.705 -6.055
H 1.300 -0.767 -7.406
H 3.506 -0.846 -6.295
H 3.645 -0.869 -3.824
O 3.318 -4.575 -0.032
S 2.797 -5.885 0.333
O 2.771 -6.841 -0.750
O 3.245 -6.382 1.617
C 1.030 -5.540 0.634
N 0.141 -6.530 0.534
C -1.132 -6.204 0.685
C -1.564 -4.900 0.900
C -0.560 -3.956 1.023
N 0.725 -4.282 0.923
C -0.789 -2.498 1.206
C -1.938 -1.858 0.759
C -2.000 -0.483 0.816
N -1.012 0.257 1.324
C 0.082 -0.352 1.800
C 0.230 -1.717 1.748
H -1.851 -7.016 0.621
H -2.614 -4.663 0.989
H -2.753 -2.405 0.306
H -2.855 0.052 0.416
H 0.852 0.293 2.201
H 1.142 -2.190 2.083
```

The calculation puts the orbital gap at 0.181 Eh. The value obtained for the total energy is -3937.4036 a.u.



(10)
Below is the ion C28H30Cl2N3O with charge +1, with properties calculated with ωB97M-V/def2-TZVPD.

```
64
C28H30Cl2N3O, DFT ωB97M-V/def2-TZVPD
O 0.934 -0.124 -0.819
C -0.079 -0.378 -1.487
N -0.121 -0.119 -2.801
C 0.995 0.485 -3.491
C 0.692 1.910 -3.965
C 1.977 2.728 -4.136
C 2.280 3.599 -2.915
N 2.390 2.847 -1.670
C 3.700 2.255 -1.466
C 3.628 1.213 -0.329
N 2.429 1.486 0.490
C 2.227 0.657 1.669
C 3.251 -0.032 2.296
C 2.982 -0.823 3.403
C 1.696 -0.935 3.892
C 0.661 -0.244 3.276
Cl -0.944 -0.366 3.881
C 0.922 0.556 2.164
Cl -0.379 1.405 1.417
C 2.371 2.933 0.777
C 2.031 3.670 -0.523
C -1.268 -0.989 -0.867
C -2.562 -0.725 -1.319
C -3.660 -1.278 -0.686
C -3.457 -2.117 0.401
C -2.155 -2.389 0.859
C -1.067 -1.817 0.243
C -2.202 -3.328 2.026
C -3.676 -3.547 2.208
C -4.334 -4.315 3.146
C -5.721 -4.364 3.110
C -6.437 -3.658 2.154
C -5.785 -2.884 1.209
C -4.399 -2.830 1.241
H -0.939 -0.367 -3.334
H 1.815 0.509 -2.772
H 1.281 -0.144 -4.339
H 0.143 1.871 -4.906
H 0.053 2.398 -3.227
H 1.875 3.403 -4.986
H 2.812 2.061 -4.353
H 1.453 4.303 -2.796
H 3.191 4.188 -3.101
H 4.015 1.767 -2.387
H 4.453 3.025 -1.227
H 3.528 0.200 -0.721
H 4.527 1.281 0.283
H 1.629 1.196 -0.155
H 4.263 0.027 1.934
H 3.786 -1.358 3.882
H 1.483 -1.553 4.749
H 1.616 3.131 1.536
H 3.344 3.234 1.171
H 0.955 3.858 -0.577
H 2.549 4.642 -0.531
H -2.719 -0.051 -2.150
H -4.657 -1.057 -1.033
H -0.059 -2.004 0.585
H -1.739 -2.901 2.918
H -1.681 -4.263 1.806
H -3.785 -4.869 3.893
H -6.251 -4.961 3.837
H -7.515 -3.714 2.147
H -6.344 -2.335 0.466
```

The calculation puts the orbital gap at 0.303 Eh. The value obtained for the total energy is -2244.7067 a.u. Its net charge is +1.



(11)
Below is a cluster of 2 separate species, C2H6N2 in total in a non-equilibrium geometry, with properties calculated with ωB97M-V/def2-TZVPD.

```
10
C2H6N2, DFT ωB97M-V/def2-TZVPD
H 2.221 1.939 -0.114
N 1.449 1.268 -0.487
N 0.370 1.820 -0.703
H 0.367 2.836 -0.645
C -0.879 -1.075 0.214
C -1.018 -2.193 0.950
H 0.065 -0.759 -0.160
H -1.818 -0.623 -0.184
H -0.146 -2.915 1.226
H -2.042 -2.486 1.221
```

The calculation puts the orbital gap at 0.379 Eh. The value obtained for the total energy is -189.1977 a.u.



(12)
Below is a cluster of 2 separate species, CH2N2OS in total in a non-equilibrium geometry, with properties calculated with ωB97M-V/def2-TZVPD.

```
7
CH2N2OS, DFT ωB97M-V/def2-TZVPD
C -0.947 2.753 -0.073
N -0.417 3.680 0.321
N 0.275 0.564 0.245
O -2.075 1.490 -2.070
S -1.950 1.464 -0.599
H 0.605 0.031 -0.470
H 0.836 1.376 0.128
```

The calculation puts the orbital gap (alpha / beta) at 0.343 / 0.311 Eh. The value obtained for the total energy is -622.0925 a.u.